## A
This record from the OMol25 dataset describes 2 unconnected molecules or ions with the total composition C4H4O. The level of theory is ωB97M-V/def2-TZVPD.

- SMILES string: C=C=O.C#C
- Highest occupied orbital energy: -9.5 eV
- LUMO energy: 0.9 eV

Element x y z (Å)
C (2.15, 0.04, 0.00)
C (1.18, -0.82, 0.01)
O (0.31, -1.59, 0.01)
H (2.77, 0.19, 0.86)
H (2.36, 0.62, -0.87)
C (-3.13, -0.47, -0.02)
C (-2.19, 0.27, -0.12)
H (-3.97, -1.10, 0.05)
H (-1.37, 0.91, -0.20)

=====

## B
This record from the OMol25 dataset describes 2 unconnected molecules or ions with the total composition C4H4O. The level of theory is ωB97M-V/def2-TZVPD.

- SMILES string: C1=CC=1.C=O
- Highest occupied orbital energy: -9.1 eV
- LUMO energy: 0.4 eV

Element x y z (Å)
C (0.69, 0.69, 0.41)
C (1.70, 0.54, 1.42)
C (1.37, -0.57, 0.60)
H (2.43, 0.84, 2.15)
H (1.46, -1.64, 0.49)
C (-1.87, 0.11, -1.24)
O (-2.06, 1.07, -1.85)
H (-2.71, -0.60, -0.93)
H (-1.01, -0.45, -1.04)

=====

Quick ranking, most stable first: A, B.

=====

## A
This record from the OMol25 dataset describes 11 unconnected molecules or ions with the total composition C33H66O33. The level of theory is ωB97M-V/def2-TZVPD.

- SMILES string: COC(=O)OC.COC(=O)OC.COC(=O)OC.COC(=O)OC.COC(=O)OC.COC(=O)OC.COC(=O)OC.COC(=O)OC.COC(=O)OC.COC(=O)OC.COC(=O)OC
- Highest occupied orbital energy: -10.5 eV
- LUMO energy: 0.5 eV

Element x y z (Å)
C (3.85, -2.48, 3.00)
O (5.00, -2.40, 2.20)
C (5.13, -3.12, 1.10)
O (4.27, -3.79, 0.59)
O (6.35, -2.90, 0.63)
C (6.86, -3.71, -0.40)
H (2.99, -2.77, 2.40)
H (3.71, -1.54, 3.54)
H (4.00, -3.25, 3.77)
H (7.09, -4.77, -0.28)
H (7.82, -3.27, -0.70)
H (6.30, -3.57, -1.33)
C (-5.29, -2.29, 3.11)
O (-6.36, -1.36, 3.04)
C (-7.26, -1.44, 2.07)
O (-7.20, -2.23, 1.15)
O (-8.07, -0.43, 2.17)
C (-9.04, -0.25, 1.15)
H (-5.68, -3.26, 2.79)
H (-4.95, -2.35, 4.14)
H (-4.41, -2.04, 2.53)
H (-9.68, 0.63, 1.26)
H (-9.65, -1.14, 1.07)
H (-8.51, -0.01, 0.23)
C (9.07, 0.13, -0.77)
O (7.80, 0.65, -0.99)
C (6.89, 0.03, -1.73)
O (7.03, -1.01, -2.31)
O (5.73, 0.58, -1.36)
C (4.49, 0.00, -1.78)
H (9.85, 0.47, -1.46)
H (9.14, -0.96, -0.90)
H (9.49, 0.48, 0.17)
H (3.78, 0.81, -1.88)
H (4.24, -0.82, -1.11)
H (4.63, -0.37, -2.80)
C (-3.06, -2.33, -3.15)
O (-3.59, -1.04, -2.82)
C (-3.28, -0.05, -3.67)
O (-2.66, -0.14, -4.70)
O (-3.87, 1.03, -3.20)
C (-3.80, 2.27, -3.88)
H (-2.24, -2.58, -2.48)
H (-2.62, -2.33, -4.15)
H (-3.81, -3.12, -3.09)
H (-3.50, 3.09, -3.24)
H (-4.82, 2.56, -4.15)
H (-3.17, 2.24, -4.76)
C (-6.56, 6.73, 3.10)
O (-6.18, 5.37, 3.12)
C (-5.23, 4.95, 2.30)
O (-4.75, 5.58, 1.40)
O (-4.98, 3.68, 2.62)
C (-3.99, 2.95, 1.95)
H (-5.71, 7.40, 3.00)
H (-6.98, 7.00, 4.07)
H (-7.25, 6.97, 2.30)
H (-3.04, 3.49, 2.05)
H (-4.22, 2.78, 0.90)
H (-3.68, 2.07, 2.51)
C (4.34, -6.57, -1.01)
O (4.88, -5.94, -2.17)
C (4.41, -4.71, -2.47)
O (3.38, -4.28, -2.02)
O (5.21, -4.20, -3.38)
C (4.74, -2.98, -3.97)
H (4.34, -7.65, -1.06)
H (3.34, -6.20, -0.80)
H (4.96, -6.28, -0.15)
H (5.57, -2.29, -4.06)
H (3.97, -2.49, -3.38)
H (4.37, -3.27, -4.95)
C (-1.24, 2.74, -1.27)
O (-0.22, 1.96, -0.69)
C (1.02, 1.92, -1.20)
O (1.85, 1.16, -0.80)
O (1.18, 2.81, -2.16)
C (2.36, 2.71, -2.93)
H (-1.01, 3.80, -1.14)
H (-2.18, 2.59, -0.75)
H (-1.41, 2.49, -2.32)
H (2.47, 1.72, -3.34)
H (3.18, 3.13, -2.34)
H (2.31, 3.37, -3.80)
C (1.99, -0.64, -4.47)
O (2.98, -0.80, -5.45)
C (3.62, 0.27, -5.93)
O (3.43, 1.40, -5.61)
O (4.43, -0.17, -6.88)
C (5.20, 0.82, -7.56)
H (1.12, -0.10, -4.86)
H (2.33, -0.01, -3.64)
H (1.64, -1.55, -3.98)
H (5.99, 1.14, -6.88)
H (4.60, 1.65, -7.92)
H (5.73, 0.32, -8.38)
C (-0.77, 3.18, 5.53)
O (0.30, 2.93, 4.63)
C (0.15, 2.02, 3.71)
O (-0.88, 1.46, 3.39)
O (1.35, 1.68, 3.22)
C (1.42, 0.60, 2.28)
H (-0.42, 4.02, 6.11)
H (-0.99, 2.25, 6.07)
H (-1.68, 3.49, 5.00)
H (0.59, 0.71, 1.58)
H (1.17, -0.22, 2.96)
H (2.39, 0.54, 1.81)
C (1.17, -2.94, -1.07)
O (0.67, -1.82, -0.33)
C (-0.58, -1.89, 0.08)
O (-1.33, -2.83, -0.01)
O (-0.92, -0.70, 0.58)
C (-2.23, -0.55, 1.11)
H (0.64, -2.89, -2.03)
H (0.84, -3.87, -0.62)
H (2.25, -2.92, -1.20)
H (-2.63, -1.46, 1.56)
H (-2.85, -0.18, 0.29)
H (-2.25, 0.27, 1.83)
C (-3.12, -0.09, 5.16)
O (-4.44, 0.45, 5.10)
C (-4.67, 1.58, 5.74)
O (-3.83, 2.20, 6.34)
O (-5.92, 1.94, 5.52)
C (-6.46, 2.98, 6.29)
H (-2.79, -0.38, 6.16)
H (-2.45, 0.66, 4.74)
H (-3.12, -0.86, 4.40)
H (-6.05, 3.06, 7.30)
H (-7.54, 2.96, 6.38)
H (-6.30, 3.94, 5.78)

=====

## B
This record from the OMol25 dataset describes 11 unconnected molecules or ions with the total composition C33H66O33. The level of theory is ωB97M-V/def2-TZVPD.

- SMILES string: COC(=O)OC.COC(=O)OC.COC(=O)OC.COC(=O)OC.COC(=O)OC.COC(=O)OC.COC(=O)OC.COC(=O)OC.COC(=O)OC.COC(=O)OC.COC(=O)OC
- Highest occupied orbital energy: -10.6 eV
- LUMO energy: 0.5 eV

Element x y z (Å)
C (13.15, 8.73, 10.98)
O (12.65, 9.74, 11.86)
C (13.01, 9.58, 13.13)
O (13.81, 8.79, 13.49)
O (12.38, 10.48, 13.91)
C (12.78, 10.55, 15.26)
H (14.20, 9.00, 10.76)
H (12.58, 8.78, 10.06)
H (12.92, 7.64, 11.28)
H (11.97, 11.04, 15.76)
H (13.77, 11.01, 15.44)
H (12.82, 9.59, 15.69)
C (10.13, 11.90, 18.42)
O (10.07, 12.08, 16.99)
C (8.94, 11.83, 16.36)
O (7.93, 11.44, 16.90)
O (9.05, 12.03, 15.04)
C (7.80, 11.91, 14.36)
H (10.66, 10.99, 18.69)
H (9.15, 11.87, 18.80)
H (10.64, 12.81, 18.78)
H (7.15, 12.69, 14.60)
H (7.39, 10.93, 14.67)
H (7.96, 11.95, 13.30)
C (11.50, 17.67, 11.79)
O (11.12, 16.48, 12.52)
C (11.21, 15.40, 11.72)
O (11.70, 15.39, 10.63)
O (10.65, 14.36, 12.47)
C (11.02, 13.04, 12.06)
H (11.50, 18.52, 12.46)
H (10.81, 17.97, 11.04)
H (12.50, 17.67, 11.46)
H (12.01, 12.75, 12.39)
H (10.97, 12.93, 10.92)
H (10.28, 12.42, 12.60)
C (9.99, 9.49, 21.87)
O (9.84, 10.93, 21.65)
C (10.10, 11.68, 22.70)
O (10.43, 11.34, 23.79)
O (10.08, 12.96, 22.17)
C (10.92, 13.87, 22.82)
H (9.48, 9.15, 20.96)
H (9.43, 9.28, 22.80)
H (11.05, 9.33, 21.90)
H (11.21, 14.71, 22.13)
H (11.81, 13.43, 23.22)
H (10.34, 14.40, 23.61)
C (14.78, 18.75, 18.29)
O (15.53, 18.90, 19.54)
C (15.07, 18.27, 20.60)
O (14.13, 17.52, 20.66)
O (15.81, 18.48, 21.68)
C (16.83, 19.51, 21.75)
H (14.02, 18.02, 18.50)
H (15.57, 18.40, 17.62)
H (14.44, 19.74, 17.95)
H (16.86, 19.72, 22.78)
H (16.60, 20.32, 21.20)
H (17.81, 19.16, 21.45)
C (16.88, 16.34, 12.24)
O (16.64, 16.70, 10.87)
C (15.72, 17.68, 10.64)
O (15.22, 18.37, 11.53)
O (15.42, 17.72, 9.35)
C (14.37, 18.55, 8.94)
H (16.23, 16.85, 12.92)
H (17.87, 16.69, 12.35)
H (16.91, 15.21, 12.44)
H (14.74, 19.55, 8.76)
H (13.56, 18.62, 9.67)
H (13.94, 18.07, 8.02)
C (18.31, 16.06, 19.56)
O (17.68, 14.98, 18.86)
C (17.17, 15.28, 17.58)
O (17.12, 16.35, 17.07)
O (16.75, 14.18, 16.95)
C (16.19, 14.42, 15.70)
H (17.56, 16.72, 20.00)
H (18.98, 16.59, 18.87)
H (18.92, 15.64, 20.36)
H (15.29, 14.98, 15.84)
H (15.92, 13.37, 15.37)
H (16.79, 14.96, 14.98)
C (17.66, 20.26, 16.71)
O (18.33, 19.74, 15.55)
C (19.61, 19.45, 15.77)
O (20.26, 19.71, 16.76)
O (20.09, 18.86, 14.68)
C (21.50, 18.56, 14.73)
H (16.58, 20.26, 16.51)
H (17.83, 21.32, 17.01)
H (17.83, 19.58, 17.56)
H (21.66, 18.08, 13.76)
H (21.68, 17.87, 15.50)
H (22.11, 19.47, 14.87)
C (11.70, 13.85, 15.50)
O (12.72, 14.42, 14.59)
C (13.14, 15.60, 15.04)
O (12.98, 16.06, 16.16)
O (13.81, 16.24, 14.09)
C (14.25, 17.54, 14.54)
H (10.85, 14.56, 15.47)
H (12.13, 13.82, 16.53)
H (11.47, 12.89, 15.16)
H (14.99, 17.35, 15.26)
H (13.31, 17.97, 14.95)
H (14.66, 18.18, 13.77)
C (14.18, 10.79, 22.14)
O (13.53, 10.72, 20.86)
C (13.53, 11.82, 20.08)
O (13.09, 11.77, 18.96)
O (14.14, 12.84, 20.56)
C (14.28, 14.03, 19.69)
H (13.98, 11.80, 22.65)
H (15.20, 10.55, 21.83)
H (13.78, 9.99, 22.79)
H (14.66, 13.72, 18.71)
H (15.06, 14.54, 20.18)
H (13.40, 14.62, 19.69)
C (14.64, 13.83, 11.72)
O (15.25, 12.89, 12.54)
C (15.91, 11.87, 11.98)
O (16.15, 11.79, 10.80)
O (16.01, 10.88, 12.83)
C (16.92, 9.85, 12.61)
H (14.05, 13.42, 10.84)
H (15.34, 14.50, 11.21)
H (13.98, 14.38, 12.36)
H (16.56, 8.91, 13.08)
H (17.98, 10.14, 12.99)
H (16.93, 9.56, 11.57)

=====

Quick ranking, most stable first: A, B.

=====

## A
This record from the OMol25 dataset describes a gas-phase ion, C4H9N2O2S (charge +1). The level of theory is ωB97M-V/def2-TZVPD.

- SMILES string: CS(=O)(=O)[C@@H]1C[NH+]=CN1
- Total charge: +1
- Highest occupied orbital energy: -14.3 eV
- LUMO energy: -4.1 eV

Element x y z (Å)
C (0.88, -2.36, 0.84)
S (0.21, -1.35, -0.52)
O (1.21, -1.28, -1.55)
O (-1.17, -1.62, -0.85)
C (0.29, 0.31, 0.38)
C (-1.10, 0.95, 0.69)
N (-1.34, 1.91, -0.36)
C (-0.21, 2.04, -1.05)
N (0.76, 1.22, -0.57)
H (1.04, -3.43, 0.28)
H (1.83, -1.88, 0.97)
H (0.35, -2.49, 1.77)
H (0.88, 0.18, 1.19)
H (-1.85, 0.08, 0.58)
H (-1.05, 1.42, 1.55)
H (-2.29, 2.22, -0.62)
H (-0.10, 2.70, -1.82)
H (1.63, 1.38, -0.93)

=====

## B
This record from the OMol25 dataset describes a molecular structure, C4H9N2O2S. The level of theory is ωB97M-V/def2-TZVPD.

- Total charge: +1
- Highest occupied orbital energy: -16.4 eV
- LUMO energy: -5.6 eV

Element x y z (Å)
C (0.38, 1.82, -0.20)
C (1.44, -1.89, 0.31)
C (1.06, 0.50, -0.51)
C (0.83, -0.56, 0.51)
N (-3.74, 1.92, 0.33)
N (-3.24, 0.96, 0.44)
O (-2.64, -1.07, -1.34)
O (-0.93, -0.91, 0.45)
S (-2.38, -1.15, 0.04)
H (-0.71, 1.71, -0.22)
H (0.67, 2.20, 0.78)
H (0.65, 2.56, -0.94)
H (2.49, -1.82, 0.62)
H (0.98, -2.65, 0.94)
H (1.41, -2.20, -0.73)
H (0.78, 0.14, -1.50)
H (2.15, 0.65, -0.52)
H (0.81, -0.21, 1.54)

=====

Quick ranking, most stable first: B, A.

=====

## A
This record from the OMol25 dataset describes 4 unconnected molecules or ions with the total composition C2H12O3S2. The level of theory is ωB97M-V/def2-TZVPD.

- SMILES string: CCSS.O.O.O
- Highest occupied orbital energy: -8.3 eV
- LUMO energy: -0.3 eV

Element x y z (Å)
C (-1.76, 1.96, 2.23)
C (-0.53, 2.49, 2.98)
S (0.86, 2.67, 1.74)
S (0.99, 0.87, 0.64)
H (-2.08, 2.80, 1.60)
H (-1.57, 1.18, 1.50)
H (-2.52, 1.84, 3.01)
H (-0.66, 3.48, 3.45)
H (-0.23, 1.72, 3.69)
H (0.18, -0.09, 0.14)
O (3.56, -3.12, 0.31)
H (3.07, -2.32, 0.52)
H (4.31, -2.86, -0.24)
O (-0.31, -0.82, -1.81)
H (-1.11, -1.35, -1.88)
H (0.49, -1.24, -2.14)
O (-1.01, -2.67, -5.58)
H (-0.82, -1.71, -5.55)
H (-0.85, -2.82, -4.63)

=====

## B
This record from the OMol25 dataset describes 4 unconnected molecules or ions with the total composition C2H12O3S2. The level of theory is ωB97M-V/def2-TZVPD.

- SMILES string: CCSS.O.O.O
- Highest occupied orbital energy: -9.0 eV
- LUMO energy: 0.4 eV

Element x y z (Å)
C (1.71, 1.17, -0.47)
C (1.94, -0.33, -0.45)
S (0.39, -1.22, -0.21)
S (-0.43, -1.01, -2.08)
H (1.23, 1.44, 0.47)
H (1.01, 1.43, -1.26)
H (2.62, 1.75, -0.57)
H (2.59, -0.63, 0.38)
H (2.31, -0.75, -1.39)
H (-1.15, 0.10, -1.86)
O (-3.15, -1.74, 1.30)
H (-3.01, -1.17, 0.54)
H (-3.79, -2.40, 1.02)
O (-2.73, 1.92, -2.54)
H (-3.17, 2.74, -2.76)
H (-1.92, 2.18, -2.08)
O (2.18, -1.10, 3.75)
H (2.09, -1.62, 4.56)
H (1.28, -0.77, 3.64)

=====

## C
This record from the OMol25 dataset describes 4 unconnected molecules or ions with the total composition C2H12O3S2. The level of theory is ωB97M-V/def2-TZVPD.

- SMILES string: CCSS.O.O.O
- Highest occupied orbital energy: -8.7 eV
- LUMO energy: 0.4 eV

Element x y z (Å)
C (-1.59, -0.54, 1.47)
C (-1.94, 0.61, 0.46)
S (-0.58, 0.82, -0.79)
S (-0.63, -0.70, -2.16)
H (-0.86, -0.28, 2.23)
H (-1.38, -1.49, 0.98)
H (-2.52, -0.66, 2.05)
H (-1.94, 1.61, 0.89)
H (-2.90, 0.39, -0.01)
H (0.25, -1.61, -1.66)
O (3.72, 0.96, -1.88)
H (3.87, 0.01, -1.82)
H (2.96, 1.09, -2.44)
O (1.17, -3.53, -1.71)
H (1.34, -3.90, -2.58)
H (0.38, -3.91, -1.32)
O (0.14, 3.63, 2.38)
H (-0.42, 4.09, 3.03)
H (0.93, 3.40, 2.88)

=====

## D
This record from the OMol25 dataset describes 4 unconnected molecules or ions with the total composition C2H12O3S2. The level of theory is ωB97M-V/def2-TZVPD.

- SMILES string: CCSS.O.O.O
- Highest occupied orbital energy: -8.3 eV
- LUMO energy: 0.4 eV

Element x y z (Å)
C (-0.17, 2.58, -2.25)
C (0.40, 2.94, -0.89)
S (-0.92, 3.54, 0.26)
S (-0.53, 2.25, 1.83)
H (-0.81, 1.70, -2.27)
H (-0.69, 3.43, -2.66)
H (0.68, 2.42, -2.92)
H (0.99, 2.12, -0.47)
H (1.03, 3.81, -0.94)
H (-1.61, 2.42, 2.61)
O (-0.89, -0.72, -0.01)
H (-0.57, 0.18, -0.07)
H (-1.51, -0.63, 0.72)
O (-1.62, -3.05, 1.81)
H (-1.03, -2.96, 1.04)
H (-1.62, -3.97, 2.08)
O (3.20, -5.33, 0.39)
H (2.24, -5.51, 0.40)
H (3.43, -5.21, 1.32)

=====

Quick ranking, most stable first: B, C, D, A.

=====

## A
This record from the OMol25 dataset describes 4 unconnected molecules or ions with the total composition C2H12O3S2. The level of theory is ωB97M-V/def2-TZVPD.

- SMILES string: CCSS.O.O.O
- Highest occupied orbital energy: -8.4 eV
- LUMO energy: 0.2 eV

Element x y z (Å)
C (-2.32, 0.14, 1.46)
C (-1.25, -0.89, 1.07)
S (0.35, -0.01, 0.92)
S (1.34, -1.47, -0.28)
H (-1.93, 0.99, 2.01)
H (-2.89, 0.53, 0.63)
H (-3.04, -0.45, 2.04)
H (-1.06, -1.69, 1.77)
H (-1.44, -1.24, 0.04)
H (2.51, -0.89, 0.04)
O (-2.23, 5.42, -2.75)
H (-1.44, 5.75, -3.15)
H (-1.91, 4.76, -2.15)
O (-2.70, -5.61, -0.03)
H (-2.50, -4.75, -0.43)
H (-2.99, -6.09, -0.81)
O (5.10, 3.37, -0.41)
H (5.17, 3.10, 0.51)
H (4.98, 2.56, -0.91)

=====

## B
This record from the OMol25 dataset describes 4 unconnected molecules or ions with the total composition C2H12O3S2. The level of theory is ωB97M-V/def2-TZVPD.

- SMILES string: CSSC.O.O.O
- Highest occupied orbital energy: -9.0 eV
- LUMO energy: 0.7 eV

Element x y z (Å)
C (-0.07, -1.58, 1.69)
S (-0.58, -2.17, 0.04)
S (-0.10, -0.53, -1.11)
C (1.63, -0.83, -1.52)
H (0.33, -0.57, 1.69)
H (0.65, -2.29, 2.10)
H (-0.92, -1.67, 2.37)
H (2.03, 0.07, -1.99)
H (1.68, -1.69, -2.18)
H (2.22, -1.03, -0.63)
O (1.95, 1.54, 0.76)
H (1.28, 2.25, 0.84)
H (2.81, 1.93, 0.86)
O (-0.17, 3.29, 0.68)
H (-0.21, 4.10, 0.20)
H (-1.00, 2.83, 0.47)
O (-2.34, 1.60, 0.15)
H (-2.62, 1.19, 0.97)
H (-1.68, 1.01, -0.26)

=====

Quick ranking, most stable first: B, A.